i.
Computed, not measured: a 2-piece molecular cluster, C5H12NO overall, with ωB97M-V/def2-TZVPD.

Spin multiplicity: 2
<S²>: 0.75
Orbital gap (alpha / beta), eV: 5.90 / 9.26
Total charge: 0
E_HOMO (alpha / beta), eV: -5.493 / -8.856

Structure (XYZ):
```
19
C5H12NO | the OMol25 dataset | ωB97M-V/def2-TZVPD
C -2.476 0.222 1.703
C -1.745 -1.056 1.226
C -0.814 -0.744 0.052
C 0.480 -0.653 0.364
N 1.470 -0.157 -0.564
C 2.542 -0.887 -0.947
H -3.458 -0.113 2.059
H -2.651 0.946 0.929
H -2.025 0.629 2.585
H -2.465 -1.849 1.125
H -1.133 -1.423 2.036
H -1.177 -0.400 -0.933
H 0.943 -0.841 1.314
H 1.248 0.763 -0.946
H 2.653 -1.925 -0.692
H 3.074 -0.530 -1.861
H 0.789 2.766 -2.492
H 0.307 3.176 -1.218
O 0.709 2.380 -1.606
```

=====

ii.
Computed, not measured: a 2-piece molecular cluster, C5H12NO overall, with ωB97M-V/def2-TZVPD.

Spin multiplicity: 2
<S²>: 0.76
Orbital gap (alpha / beta), eV: 6.11 / 8.99
Total charge: 0
E_HOMO (alpha / beta), eV: -5.565 / -8.459

Structure (XYZ):
```
19
C5H12NO | the OMol25 dataset | ωB97M-V/def2-TZVPD
C -1.323 -0.553 2.390
C -1.930 -0.696 0.977
C -1.108 -0.174 -0.198
C -0.092 0.662 0.004
N 0.938 0.885 -0.887
C 1.336 2.056 -1.455
H -1.606 -1.418 2.972
H -0.246 -0.457 2.364
H -1.752 0.283 2.947
H -2.152 -1.755 0.828
H -2.909 -0.192 1.025
H -1.464 -0.623 -1.111
H -0.089 1.305 0.884
H 1.428 0.061 -1.232
H 0.826 2.974 -1.207
H 2.200 2.147 -2.086
H 2.230 -1.771 -2.711
H 3.220 -1.555 -1.501
O 2.494 -1.180 -2.004
```

=====

Most stable: ii

=====

i.
Computed, not measured: an isolated molecule of C3H12N4, with ωB97M-V/def2-TZVPD.

Spin multiplicity: 1
SMILES: C[C@H](CN)N(N)N
Orbital gap, eV: 9.98
Total charge: 0
E_HOMO, eV: -8.915

Structure (XYZ):
```
19
C3H12N4 | the OMol25 dataset | ωB97M-V/def2-TZVPD
C 1.040 1.063 0.330
C 0.239 -0.242 0.244
C 0.452 -1.037 -1.051
N 1.887 -1.445 -1.052
N -1.299 -0.027 0.320
N -1.802 0.065 1.639
N -1.744 1.102 -0.396
H 2.098 0.860 0.521
H 0.977 1.644 -0.596
H 0.666 1.696 1.141
H 0.506 -0.882 1.095
H -0.153 -1.949 -1.042
H 0.241 -0.439 -1.943
H 2.022 -2.196 -1.727
H 2.468 -0.671 -1.370
H -2.072 -0.866 1.965
H -1.098 0.396 2.298
H -2.744 1.001 -0.579
H -1.686 1.927 0.203
```

=====

ii.
Computed, not measured: a 3-piece molecular cluster, C3H12N4 overall, with ωB97M-V/def2-TZVPD.

Spin multiplicity: 1
SMILES: [H]/N=C\N.C=N.CN
Orbital gap, eV: 9.71
Total charge: 0
E_HOMO, eV: -8.687

Structure (XYZ):
```
19
C3H12N4 | the OMol25 dataset | ωB97M-V/def2-TZVPD
H 1.530 1.212 1.050
N 2.173 0.427 0.927
C 2.078 -0.113 -0.213
N 1.278 0.255 -1.244
H 2.752 -0.940 -0.421
H 0.503 0.889 -1.044
H 1.149 -0.385 -2.010
C 0.292 -2.612 1.145
N -0.216 -1.499 0.897
H 0.867 -2.881 2.038
H 0.155 -3.403 0.410
H -0.048 -0.789 1.616
C -2.145 0.971 -0.584
N -1.021 1.886 -0.415
H -3.059 1.291 -0.069
H -2.362 0.882 -1.648
H -1.848 -0.006 -0.205
H -1.243 2.797 -0.805
H -0.834 2.017 0.575
```

=====

Most stable: ii

=====

i.
Computed, not measured: an isolated molecule of C2H5NO2S2, with ωB97M-V/def2-TZVPD.

Spin multiplicity: 1
SMILES: [H]/N=C/S(=O)(=O)SC
Orbital gap, eV: 9.90
Total charge: 0
E_HOMO, eV: -9.714

Structure (XYZ):
```
12
C2H5NO2S2 | the OMol25 dataset | ωB97M-V/def2-TZVPD
H -0.849 -2.991 1.606
N -0.792 -2.044 1.203
C 0.283 -1.969 0.653
S 0.784 -0.367 -0.125
O 0.466 -0.386 -1.522
O 2.232 -0.225 0.215
S -0.244 1.218 0.805
C -0.693 2.151 -0.691
H 1.137 -2.550 0.753
H -1.677 2.021 -0.926
H 0.090 1.883 -1.446
H -0.738 3.258 -0.523
```

=====

ii.
Computed, not measured: an isolated molecule of C2H5NO2S2, with ωB97M-V/def2-TZVPD.

Spin multiplicity: 1
Orbital gap (alpha / beta), eV: 6.25 / 7.93
Total charge: 0
E_HOMO (alpha / beta), eV: -8.672 / -9.064

Structure (XYZ):
```
12
C2H5NO2S2 | the OMol25 dataset | ωB97M-V/def2-TZVPD
C -0.443 -0.558 -0.158
C 0.400 0.223 0.859
N 0.358 -1.283 -1.119
O 1.846 -0.384 3.077
O -0.535 -1.169 2.780
S 0.945 -2.696 -0.671
S 0.822 -0.971 2.188
H -1.007 -1.342 0.433
H -1.112 0.137 -0.669
H 1.263 0.476 0.248
H -0.140 1.147 1.144
H 0.951 -0.933 -1.925
```

=====

Most stable: i

=====

i.
Computed, not measured: an isolated molecule of C7H12O3, with ωB97M-V/def2-TZVPD.

Spin multiplicity: 1
SMILES: CC(C)(O)C#C[C@@H](O)CO
Orbital gap, eV: 9.42
Total charge: 0
E_HOMO, eV: -9.024

Structure (XYZ):
```
22
C7H12O3 | the OMol25 dataset | ωB97M-V/def2-TZVPD
C -2.013 1.741 -0.779
C -0.501 1.648 -1.011
C 0.218 2.872 -0.445
O -0.214 1.631 -2.406
C 0.029 0.418 -0.374
C 0.474 -0.591 0.127
C 0.899 -1.905 0.623
O 2.457 -2.371 1.075
C -0.034 -2.559 1.640
O 0.498 -3.694 2.149
H -2.237 1.763 0.296
H -2.527 0.877 -1.223
H -2.393 2.661 -1.242
H -0.187 3.779 -0.915
H 1.295 2.812 -0.649
H 0.065 2.936 0.640
H -0.735 0.942 -2.832
H 0.838 -2.575 -0.257
H 2.964 -2.440 0.261
H 0.486 -1.563 2.218
H -1.033 -2.698 1.201
H 1.651 -3.684 1.904
```

=====

ii.
Computed, not measured: a 2-piece molecular cluster, C7H12O3 overall, with ωB97M-V/def2-TZVPD.

Spin multiplicity: 1
SMILES: CC(C)(O)C(=O)O.C=C=C
Orbital gap, eV: 9.88
Total charge: 0
E_HOMO, eV: -9.362

Structure (XYZ):
```
22
C7H12O3 | the OMol25 dataset | ωB97M-V/def2-TZVPD
C 0.270 0.462 -2.594
C 0.006 0.414 -1.090
C 1.521 -0.044 -0.377
O -0.414 1.609 -0.621
C -0.943 -0.750 -0.788
O -0.710 -1.905 -1.040
O -2.090 -0.354 -0.215
H 0.660 -0.485 -2.950
H -0.665 0.682 -3.105
H 0.973 1.261 -2.813
H 2.176 0.663 -0.879
H 1.792 0.059 0.669
H 1.719 -1.048 -0.739
H -0.496 1.545 0.488
H -2.615 -1.139 -0.003
C -0.445 1.146 2.091
C 0.003 -0.112 2.126
C 0.149 -1.383 2.322
H 0.219 1.941 2.415
H -1.502 1.318 2.261
H 0.007 -1.801 3.311
H 0.382 -2.079 1.530
```

=====

Most stable: ii

=====

i.
Computed, not measured: an isolated molecule of CH3N3O, with ωB97M-V/def2-TZVPD.

Spin multiplicity: 1
SMILES: N#CONN
Orbital gap, eV: 10.84
Total charge: 0
E_HOMO, eV: -10.344

Structure (XYZ):
```
8
CH3N3O | the OMol25 dataset | ωB97M-V/def2-TZVPD
N -1.379 2.695 -0.949
C -1.002 1.634 -0.628
O -0.777 0.162 -0.352
N 0.415 -0.024 0.608
N 0.985 -1.192 0.266
H -0.034 -0.067 1.494
H 0.483 -2.168 0.197
H 1.308 -1.040 -0.636
```

=====

ii.
Computed, not measured: an isolated molecule of CH3N3O, with ωB97M-V/def2-TZVPD.

Spin multiplicity: 1
SMILES: O=c1[nH][nH][nH]1
Orbital gap, eV: 10.23
Total charge: 0
E_HOMO, eV: -9.389

Structure (XYZ):
```
8
CH3N3O | the OMol25 dataset | ωB97M-V/def2-TZVPD
O 1.420 1.696 -1.381
C 0.712 0.952 -0.725
N 0.400 -0.294 -0.921
N -0.379 -0.421 0.305
N 0.069 1.061 0.512
H 0.106 -0.692 -1.797
H -1.494 -0.488 0.177
H 0.483 1.413 1.458
```

=====

iii.
Computed, not measured: an isolated molecule of CH3N3O, with ωB97M-V/def2-TZVPD.

Spin multiplicity: 1
Orbital gap, eV: 10.07
Total charge: 0
E_HOMO, eV: -9.897

Structure (XYZ):
```
8
CH3N3O | the OMol25 dataset | ωB97M-V/def2-TZVPD
C 0.049 0.233 -0.277
N -2.032 -1.058 -0.121
N -2.492 0.004 0.012
N -0.369 -0.935 0.000
O -1.944 1.094 0.076
H 0.401 0.985 0.507
H -0.141 0.640 -1.325
H -0.337 -1.121 0.989
```

=====

Most stable: ii

=====

i.
Computed, not measured: an isolated molecule of C23H27N3O5S, with ωB97M-V/def2-TZVPD.

Spin multiplicity: 1
SMILES: CCOc1cc2[nH]c(=S)n(CCC(=O)NCc3ccc(OC)cc3)c(=O)c2cc1OCC
Orbital gap, eV: 8.34
Total charge: 0
E_HOMO, eV: -7.850

Structure (XYZ):
```
59
C23H27N3O5S | the OMol25 dataset | ωB97M-V/def2-TZVPD
C 1.698 1.225 -4.102
C 2.606 2.001 -3.153
O 3.162 1.188 -2.136
C 2.447 0.855 -1.046
C 1.157 1.267 -0.766
C 0.540 0.872 0.421
N -0.735 1.278 0.736
C -1.407 0.882 1.842
S -2.951 1.441 2.056
N -0.754 0.077 2.727
C -1.431 -0.382 3.932
C -1.678 -1.894 3.904
C -2.191 -2.420 2.567
O -1.647 -3.340 1.990
N -3.316 -1.831 2.111
C -3.863 -2.164 0.807
C -3.295 -1.265 -0.261
C -2.011 -1.493 -0.745
C -1.447 -0.640 -1.669
C -2.156 0.473 -2.122
O -1.491 1.289 -3.001
C -2.192 2.362 -3.582
C -3.442 0.701 -1.651
C -3.999 -0.167 -0.726
C 0.581 -0.327 2.581
O 1.126 -0.945 3.469
C 1.217 0.066 1.332
C 2.520 -0.357 1.048
C 3.143 0.019 -0.120
O 4.387 -0.340 -0.514
C 5.198 -1.112 0.352
C 5.808 -0.286 1.480
H 0.776 0.920 -3.615
H 2.217 0.339 -4.457
H 1.450 1.851 -4.956
H 2.081 2.860 -2.718
H 3.479 2.370 -3.699
H 0.603 1.881 -1.457
H -1.258 1.842 0.078
H -0.785 -0.149 4.783
H -2.360 0.182 4.024
H -0.743 -2.417 4.107
H -2.398 -2.148 4.684
H -3.631 -0.962 2.518
H -3.589 -3.203 0.609
H -4.951 -2.070 0.856
H -1.452 -2.344 -0.384
H -0.452 -0.815 -2.049
H -2.493 3.103 -2.833
H -1.497 2.823 -4.283
H -3.076 2.017 -4.125
H -4.018 1.550 -1.985
H -4.995 0.030 -0.358
H 2.996 -0.986 1.783
H 4.635 -1.964 0.750
H 5.991 -1.494 -0.298
H 6.371 0.545 1.064
H 6.478 -0.909 2.066
H 5.037 0.112 2.135
```

=====

ii.
Computed, not measured: C23H27N3O5S as an isolated structure, with ωB97M-V/def2-TZVPD.

Spin multiplicity: 1
Orbital gap, eV: 8.78
Total charge: 0
E_HOMO, eV: -8.437

Structure (XYZ):
```
59
C23H27N3O5S | the OMol25 dataset | ωB97M-V/def2-TZVPD
C -1.919 -5.481 -0.360
H -1.824 -5.358 0.638
O -2.404 -4.296 -1.130
C -1.940 -3.192 -0.990
C -2.593 -2.296 -1.809
C -2.188 -0.919 -1.524
C -1.092 -0.685 -0.644
C -0.401 -1.567 -0.246
C -0.925 -2.854 -0.287
H -0.326 -3.703 0.346
H 0.433 -1.164 0.486
N -0.595 0.849 -0.769
S -0.836 1.317 0.651
O -0.655 0.666 1.876
O -0.140 2.726 0.670
C -2.653 1.857 0.782
C -3.127 2.898 0.295
O -4.529 2.873 0.399
N -4.697 1.797 0.719
C -3.715 1.096 1.113
C -3.686 -0.337 1.433
H -2.845 -0.374 2.253
H -3.643 -0.932 0.756
H -4.579 -0.466 2.312
C -2.595 4.518 -0.455
H -1.460 4.415 0.056
H -3.127 4.985 0.244
H -2.653 4.609 -1.326
C -0.415 1.561 -1.724
H -0.732 2.542 -1.561
C 1.170 1.864 -2.223
O 1.612 1.264 -3.311
N 1.861 2.503 -1.238
H 1.322 2.622 -0.437
C 3.230 2.582 -1.308
H 3.685 2.170 -2.040
C 3.931 2.369 -0.123
C 3.590 0.988 0.783
C 4.215 -0.083 -0.032
C 3.816 -1.282 0.458
C 3.064 -1.713 1.515
C 2.204 -0.468 2.158
C 2.542 0.702 1.530
H 2.065 1.436 1.973
H 1.488 -0.621 2.611
C 2.829 -3.097 1.793
H 2.636 -3.803 0.991
H 3.621 -3.568 2.454
H 1.790 -2.962 2.297
H 4.307 -2.186 -0.039
H 5.002 0.076 -0.867
H 5.008 2.540 -0.096
H 3.716 3.147 0.677
H 3.556 3.594 -1.518
H -0.711 1.080 -2.583
H -2.599 0.057 -1.896
H -3.513 -2.408 -2.318
H -2.659 -6.339 -0.652
H -0.914 -5.549 -0.764
```

=====

Most stable: i